Entry from OMol25: a molecular structure, C16H28N5O2RbSe2 in a non-equilibrium geometry (ωB97M-V/def2-TZVPD).

The value obtained for the frontier orbital gap is 4.85 eV. The calculation puts the calculated total energy at -5877.6785 a.u. The value obtained for the LUMO energy is 3.9 eV. As for the total charge: -2. As for the molar mass: 565.8 g/mol.

Atoms and positions in Å:
Rb1 -1.563 -0.823 -0.662
C1 3.900 0.910 -0.428
N1 3.613 -0.478 -0.735
C2 4.779 -1.327 -0.839
C3 2.351 -0.992 -0.537
N2 1.257 -0.358 -0.435
N3 2.347 -2.408 -0.411
C4 1.210 -3.178 -0.677
N4 0.975 -4.151 0.277
N5 0.582 -3.058 -1.778
H1 4.681 1.273 -1.099
H2 4.251 1.025 0.605
H3 3.029 1.553 -0.558
H4 5.525 -0.823 -1.456
H5 4.520 -2.270 -1.312
H6 5.242 -1.530 0.140
H7 1.348 0.653 -0.577
H8 2.871 -2.730 0.388
H9 1.143 -3.862 1.231
H10 0.052 -4.558 0.217
H11 -0.194 -3.716 -1.822
O1 -1.840 5.678 1.085
C5 -2.293 4.751 0.076
C6 -1.134 4.301 -0.819
C7 -0.416 5.587 -1.277
O2 0.463 5.434 -2.375
C8 -0.237 3.379 0.016
Se1 1.538 2.881 -0.707
C9 -1.662 3.550 -2.057
Se2 -3.203 2.321 -1.839
H12 -2.563 5.781 1.704
H13 -3.058 5.223 -0.552
H14 -2.738 3.870 0.538
H15 0.111 6.015 -0.413
H16 -1.180 6.308 -1.594
H17 1.063 4.694 -2.135
H18 -0.768 2.438 0.167
H19 -0.047 3.830 0.990
H20 -0.853 2.937 -2.446
H21 -1.951 4.257 -2.835
C10 -2.945 -4.629 -0.256
C11 -2.538 -4.112 0.957
C12 -2.977 -2.829 1.455
C13 -2.463 -2.274 2.604
C14 -1.494 -2.934 3.372
C15 -1.140 -4.229 2.986
C16 -1.646 -4.814 1.847
H22 -3.708 -4.141 -0.852
H23 -2.665 -5.635 -0.553
H24 -3.788 -2.333 0.928
H25 -2.864 -1.332 2.966
H26 -1.089 -2.487 4.270
H27 -0.454 -4.797 3.612
H28 -1.379 -5.839 1.602